[1]
Computed, not measured: a gas-phase ion, C6H8N (charge +1), with wB97M-V/def2-TZVPD.

Properties
Lowest unoccupied orbital energy = -6.09 eV
Electronic energy = -7829.997 eV
Energy relative to the best compared isomer or geometry (same formula, charge and spin) = 5.691 eV
Net charge = +1

Last column: Mulliken charge in e.
Positions of all 15 atoms, in Å:
C: 0.0604 -0.2934 -0.0549  0.2122
C: -0.9635 -0.5215 -0.9624  0.1473
C: 1.3902 -0.1468 -0.1363  0.0087
C: -1.1057 -0.1052 0.8202  0.3476
C: 2.0077 -0.5212 -1.4307  -1.1889
C: -1.5509 1.1076 1.3888  -1.0968
N: -2.1333 -0.4839 -1.1835  -0.3299
H: 1.8826 0.0516 0.8110  0.3948
H: -1.2635 -1.0629 1.4059  0.3261
H: 1.4474 -0.4509 -2.3995  0.3427
H: 2.4339 -1.5540 -1.4755  0.3417
H: 3.0164 -0.0735 -1.6325  0.3571
H: -2.5721 0.9327 1.4209  0.3846
H: -1.3317 2.0400 0.9272  0.3703
H: -1.3179 1.0815 2.5013  0.3825

[2]
Computed, not measured: 2 unconnected molecules or ions with the total composition C4H12, with wB97M-V/def2-TZVPD.

Properties
Lowest unoccupied orbital energy = 1.10 eV
Electronic energy = -4341.459 eV
Energy relative to the best compared isomer or geometry (same formula, charge and spin) = 1.069 eV
SMILES string = CC.CC

Last column: Mulliken charge in e.
Positions of all 16 atoms, in Å:
C: 0.0125 -2.2307 1.0944  -0.8671
C: 1.3004 -1.4452 0.4680  -0.6968
H: 0.2010 -2.4832 2.1575  0.2858
H: -0.7465 -1.6533 0.7998  0.3246
H: -0.1053 -3.2069 0.5543  0.2584
H: 0.8513 -1.1301 -0.4869  0.1711
H: 2.1982 -2.0672 0.4175  0.3594
H: 1.3815 -0.5684 1.0943  0.2388
C: -0.0963 1.4969 -0.3632  -0.4285
C: -1.1983 2.1877 -1.2019  -0.8790
H: 0.2014 0.4457 -0.7430  -0.1059
H: 0.8369 2.1589 -0.3595  0.2858
H: -0.4922 1.3910 0.6591  0.2546
H: -0.6909 2.7452 -2.0052  0.2681
H: -1.7633 2.7868 -0.4514  0.2363
H: -1.9823 1.5291 -1.6194  0.2944

[3]
Computed, not measured: 2 unconnected molecules or ions with the total composition CH3N2PS, with wB97M-V/def2-TZVPD.

Properties
Lowest unoccupied orbital energy = 0.21 eV
Electronic energy = -24188.550 eV
Energy relative to the best compared isomer or geometry (same formula, charge and spin) = 1.487 eV
SMILES string = [H]/N=P\S.C#N

Last column: Mulliken charge in e.
Positions of all 8 atoms, in Å:
C: -2.4847 1.2601 0.2570  -0.0722
N: -1.4469 0.7785 0.1483  -0.2179
N: 1.0902 -2.6019 -1.6820  -0.4070
P: 0.7185 -1.2571 -1.0285  0.2870
S: 0.7867 -1.2062 1.1587  -0.3156
H: 1.4810 -3.5250 -1.5234  0.2511
H: -3.3952 1.8432 0.2236  0.2948
H: 0.6022 0.1081 1.3328  0.1799

[4]
Computed, not measured: a molecular structure, C34H33AsF5N2NbO8S4, with wB97M-V/def2-TZVPD.

Properties
Lowest unoccupied orbital energy (alpha / beta) = -7.94 / -7.94 eV
Electronic energy = -174451.029 eV
Energy relative to the best compared isomer or geometry (same formula, charge and spin) = 3.272 eV
Net charge = +2

Last column: Mulliken charge in e.
Positions of all 88 atoms, in Å:
Nb: 11.3411 12.6342 12.8935  2.0721
F: 11.2451 19.3505 15.5119  -0.2848
C: 11.5254 18.1236 15.0465  0.0366
C: 11.4728 17.0549 16.0247  1.0071
F: 11.7673 17.4088 17.3207  -0.3486
C: 12.0722 15.6643 15.5237  1.4193
F: 10.9271 12.7777 14.7728  -0.5912
C: 12.3933 15.6762 14.1261  -0.5038
S: 13.2124 14.2992 13.3675  -0.5285
C: 12.3429 16.7532 13.2689  0.9276
F: 12.7411 16.6244 12.0064  -0.2375
C: 11.7571 17.9652 13.6816  0.0568
F: 11.6185 18.9596 12.7877  -0.2585
O: 15.3860 13.5318 16.8851  -0.5799
S: 14.5795 13.6859 18.1847  0.3518
C: 14.1412 11.9185 18.6978  -0.7501
C: 14.2911 10.8425 17.5913  -1.1436
C: 13.0971 10.6171 16.6274  0.5598
C: 13.6233 10.1365 15.2803  -0.9184
S: 12.4656 9.4890 14.1088  0.1060
O: 11.7597 10.7046 13.3090  -0.2361
C: 11.1598 8.7260 15.0573  0.8651
C: 9.8652 8.9488 14.6228  -0.5510
C: 8.7659 8.3712 15.2837  -0.6593
C: 8.8941 7.6132 16.4275  -0.5635
C: 10.1893 7.3391 16.8686  -0.5186
C: 11.2925 7.9318 16.2166  -0.4357
C: 12.9610 14.4330 17.6455  -0.2087
C: 11.9170 14.3953 18.5904  -0.5856
C: 10.6099 14.7440 18.2797  -0.9990
C: 10.0450 15.2113 17.0990  -1.0650
C: 10.5827 15.8485 15.8956  0.0263
C: 13.0001 14.8965 16.3333  -0.8337
H: 13.0860 11.9731 19.1653  0.4151
H: 14.9474 11.7476 19.4723  0.4367
H: 14.5393 9.8973 18.1233  0.4247
H: 15.1945 11.1386 17.0342  0.4545
H: 12.5652 11.5232 16.3983  -0.2492
H: 12.5224 9.7983 17.0790  0.2435
H: 14.3121 9.3240 15.4165  0.5305
H: 14.1230 10.9557 14.6886  0.4431
H: 9.7216 9.5521 13.7526  0.4064
H: 7.7689 8.6719 14.9342  0.3741
H: 8.0412 7.1538 16.8586  0.4443
H: 10.4661 6.6527 17.6462  0.4190
H: 12.3025 7.6773 16.5853  0.3762
H: 12.2330 14.0624 19.5929  0.6555
H: 9.9442 14.7428 19.0933  0.5160
H: 8.9479 15.1229 17.0479  0.5031
H: 9.9535 15.7394 14.9977  0.3671
H: 13.8578 14.4319 15.8201  1.0158
O: 12.2800 11.3799 8.5298  -0.5844
As: 11.4036 12.7557 9.2828  1.1611
O: 12.0810 14.2530 9.1592  -0.7221
O: 11.4035 12.2754 10.9801  -0.2785
C: 9.5912 12.4415 8.9772  0.1464
C: 9.1646 11.5821 7.9596  -0.7012
C: 7.8422 11.1613 7.8986  -0.4423
C: 6.8751 11.5573 8.8608  -0.6607
C: 7.2887 12.4976 9.8561  -0.1344
C: 8.5881 12.9936 9.7654  0.2224
S: 8.8533 13.8956 12.2924  0.1170
O: 9.0271 12.3853 12.6219  -0.3514
O: 8.8542 14.1292 10.4824  -0.4003
O: 10.3134 14.3226 12.6675  0.0161
H: 12.4157 10.5685 9.0587  0.3288
H: 9.8633 11.1794 7.2399  0.4638
H: 7.5906 10.3962 7.1750  0.4044
H: 5.8901 11.0746 8.7859  0.3969
H: 6.6700 12.8090 10.7227  0.3557
N: 13.7812 11.8622 11.9907  -0.0509
C: 14.6718 12.0704 11.2725  -0.0893
N: 15.6556 12.3389 10.4295  0.1975
C: 15.1902 13.1694 9.2656  -0.1924
C: 16.2612 13.8222 8.4513  -0.7143
C: 17.6665 13.1167 8.4366  -0.6102
C: 17.8583 11.9591 9.4586  -0.7140
C: 17.0911 12.2582 10.7272  -0.6435
H: 14.4019 13.9421 9.5411  0.2907
H: 14.5234 12.5466 8.6404  0.1342
H: 16.2893 14.8325 8.8819  0.2824
H: 15.9018 13.9390 7.3724  0.3323
H: 18.5462 13.8345 8.5004  0.2941
H: 17.7706 12.6841 7.4110  0.2823
H: 18.9136 11.8664 9.7400  0.3524
H: 17.6061 11.0303 8.9680  0.3222
H: 17.4036 13.2032 11.1262  0.3316
H: 17.2634 11.4797 11.4851  0.4543